w) # C4H9N4

A cluster of 2 separate species, C4H9N4 in total (wB97M-V/def2-TZVPD, OMol25).

Its HOMO energy is -14.171 eV.

```
! RIJCOSX wB97M-V def2-TZVPD def2/J DEFGRID3
* xyz 1 1
C 0.193 1.168 0.102
C 0.549 -0.826 -1.160
C 1.927 -0.231 0.978
C 0.874 0.119 -0.029
N -2.537 -0.648 -0.863
N -2.058 -1.305 0.363
N -2.229 0.088 0.033
N -0.510 2.211 -0.025
H -0.065 -1.561 -0.715
H 1.419 -1.307 -1.603
H -0.126 -0.202 -1.867
H 1.735 -1.327 1.333
H 2.014 0.478 1.874
H 3.007 -0.036 0.640
H -2.717 -1.882 0.803
H 0.034 3.075 -0.220
H -1.509 2.186 0.358
*
```

x) # C4H9N4

A cluster of 2 separate species, C4H9N4 in total (wB97M-V/def2-TZVPD, OMol25).

Its HOMO energy is -13.321 eV.

```
! RIJCOSX wB97M-V def2-TZVPD def2/J DEFGRID3
* xyz 1 1
C 4.515 0.008 0.631
C -2.809 -0.063 0.697
C -0.647 -0.890 -0.726
C -1.404 0.046 0.377
N 0.516 1.038 0.197
N -0.650 1.005 0.668
N 3.426 -0.224 0.328
N 0.466 -0.096 -1.058
H 1.480 -0.346 -0.890
H -3.311 0.593 1.445
H -3.544 -0.095 -0.157
H -2.907 -1.033 1.285
H -0.422 -1.898 -0.325
H -1.401 -0.910 -1.601
H 5.334 0.531 0.998
H 1.012 1.922 0.046
H 0.345 0.411 -1.913
*
```

Order from most stable to least stable according to the calculation: x), w)

w) # H4NPSi

A cluster of 2 separate species, H4NPSi in total (wB97M-V/def2-TZVPD, OMol25).

Its HOMO energy (spin up / spin down) is -7.979 / -7.979 eV.

```
! RIJCOSX wB97M-V def2-TZVPD def2/J DEFGRID3
* xyz 0 1
N 2.023 -1.138 -0.213
Si -0.474 -0.403 0.001
P 2.929 0.018 0.068
H -1.231 -1.505 -0.822
H -0.543 -0.499 1.461
H -0.127 0.890 -0.431
H 2.093 1.199 0.821
*
```

x) # H4NPSi

A cluster of 2 separate species, H4NPSi in total (wB97M-V/def2-TZVPD, OMol25).

Its HOMO energy (spin up / spin down) is -10.257 / -7.195 eV.

```
! RIJCOSX wB97M-V def2-TZVPD def2/J DEFGRID3
* xyz 0 1
N -0.443 -0.155 0.092
Si 1.282 -0.300 0.104
P -1.981 0.010 0.266
H 1.671 -1.734 -0.108
H 1.903 0.580 -0.939
H 1.665 -0.068 1.404
H -4.096 1.667 -0.820
*
```

Order from most stable to least stable according to the calculation: x), w)

w) # C4H9NO2

The ion C4H9NO2 with charge +1 (wB97M-V/def2-TZVPD, OMol25).

Its HOMO energy (spin up / spin down) is -14.306 / -14.290 eV. Its expectation value of S² is 0.7552.

```
! RIJCOSX wB97M-V def2-TZVPD def2/J DEFGRID3
* xyz 1 2
C 1.012 -0.336 0.845
O 2.386 -0.349 0.401
C 0.236 0.417 -0.311
C -1.290 0.175 -0.388
C -2.057 0.219 0.899
O -1.668 0.735 1.905
N 0.763 0.142 -1.630
H 0.964 0.044 1.865
H 0.686 -1.379 0.977
H 2.612 -1.268 0.601
H 0.603 1.427 -0.083
H -1.433 -0.630 -1.120
H -1.705 1.018 -0.999
H -3.125 0.019 0.721
H 1.756 0.390 -1.605
H 0.260 -0.626 -2.077
*
```

x) # C4H9NO2

A cluster of 2 separate species, C4H9NO2 in total (wB97M-V/def2-TZVPD, OMol25).

Its HOMO energy (spin up / spin down) is -13.003 / -14.436 eV. Its expectation value of S² is 0.7860.

```
! RIJCOSX wB97M-V def2-TZVPD def2/J DEFGRID3
* xyz 1 2
O 3.059 0.525 -1.496
C 2.861 -0.181 -0.556
N 2.367 0.202 0.736
C 1.259 -0.715 1.123
C 0.039 -0.599 0.331
C -2.502 0.770 -0.560
O -3.604 0.100 0.072
H 3.027 -1.283 -0.537
H 2.249 1.222 0.661
H 1.241 -0.582 2.199
H 0.175 -0.331 -0.722
H -0.614 0.131 0.798
H -0.380 -1.592 0.436
H -2.748 0.772 -1.616
H -2.542 1.750 -0.058
H -3.887 -0.190 -0.810
*
```

Order from most stable to least stable according to the calculation: w), x)

w) # CH4O2PS

A structure of composition CH4O2PS (wB97M-V/def2-TZVPD, OMol25).

Its HOMO energy is -3.586 eV.

```
! RIJCOSX wB97M-V def2-TZVPD def2/J DEFGRID3
* xyz -1 1
C -0.203 0.186 -0.767
O -0.183 0.603 2.003
O 1.818 -1.259 0.921
P -0.266 -0.532 1.096
S -1.328 1.635 -0.991
H -0.507 -0.717 -1.464
H 0.912 0.333 -0.904
H 1.820 -1.610 0.037
H -2.062 1.362 0.070
*
```

x) # CH4O2PS

The ion CH4O2PS with charge -1 (wB97M-V/def2-TZVPD, OMol25).

Its HOMO energy is -2.828 eV. Its SMILES is [O-]P(O)CS.

```
! RIJCOSX wB97M-V def2-TZVPD def2/J DEFGRID3
* xyz -1 1
C -0.245 -0.296 0.836
O 0.815 -0.645 -1.645
O 1.415 1.629 -0.685
P 0.103 0.536 -1.009
S -1.876 -1.009 0.732
H -0.246 0.318 1.669
H 0.240 -1.257 1.007
H 1.238 2.628 -0.699
H -1.443 -1.904 -0.207
*
```

Order from most stable to least stable according to the calculation: x), w)

w) # C3H10NOS

A cluster of 2 separate species, C3H10NOS in total (wB97M-V/def2-TZVPD, OMol25).

Its HOMO energy is -2.655 eV.

```
! RIJCOSX wB97M-V def2-TZVPD def2/J DEFGRID3
* xyz -1 1
C 1.502 -0.532 -1.133
C 1.065 -1.158 0.208
S -0.344 -2.241 0.465
H 0.790 0.380 -1.106
H 1.105 -0.958 -2.007
H 2.542 -0.202 -1.274
H 1.927 -1.781 0.547
H 1.003 -0.325 0.868
H -0.616 -1.922 1.776
N -1.860 1.698 0.889
C -0.915 1.267 -0.213
O 0.346 1.623 0.166
H -2.724 1.200 0.696
H -1.507 1.224 1.764
H -0.895 0.149 -0.420
H -1.417 1.576 -1.226
*
```

x) # C3H10NOS

A cluster of 2 separate species, C3H10NOS in total (wB97M-V/def2-TZVPD, OMol25).

Its HOMO energy is -2.528 eV.

```
! RIJCOSX wB97M-V def2-TZVPD def2/J DEFGRID3
* xyz -1 1
C 0.438 -0.834 0.902
C 0.420 -0.266 -0.531
S -0.825 -1.119 -1.576
C -0.513 -0.038 1.785
N 0.020 1.218 2.351
H 0.050 -1.850 0.958
H 1.469 -0.788 1.286
H -0.028 0.729 -0.406
H 1.256 -0.148 -1.223
H -1.418 0.202 1.203
H -1.008 -0.624 2.573
H 0.801 1.550 1.799
H 0.209 1.078 3.325
H -0.603 -0.425 -3.962
H -0.006 1.025 -3.963
O -0.262 0.291 -4.519
*
```

Order from most stable to least stable according to the calculation: x), w)

w) # C3H10NOS

A cluster of 2 separate species, C3H10NOS in total (wB97M-V/def2-TZVPD, OMol25).

Its HOMO energy is -2.410 eV.

```
! RIJCOSX wB97M-V def2-TZVPD def2/J DEFGRID3
* xyz -1 1
C 1.459 0.896 -0.775
C 0.700 0.368 0.440
C -0.147 -0.810 0.028
S -1.323 -1.510 1.323
N 1.700 0.029 1.450
H 2.264 0.224 -1.066
H 1.875 1.888 -0.611
H 0.803 0.948 -1.635
H 0.036 1.125 0.851
H -0.774 -0.559 -0.839
H 0.305 -1.786 -0.191
H 1.233 -0.341 2.265
H 2.234 -0.783 1.166
H -0.787 1.733 -2.093
H -1.611 1.993 -3.351
O -0.977 2.412 -2.762
*
```

x) # C3H10NOS

A cluster of 2 separate species, C3H10NOS in total (wB97M-V/def2-TZVPD, OMol25).

Its HOMO energy is -2.915 eV.

```
! RIJCOSX wB97M-V def2-TZVPD def2/J DEFGRID3
* xyz -1 1
C -1.227 0.901 0.519
C -0.543 -0.386 0.909
C 0.418 -1.075 -0.227
S 2.091 -0.402 -0.119
N 0.092 -0.189 2.277
H -2.326 0.885 0.986
H -1.325 0.785 -0.515
H -0.594 1.863 0.931
H -1.340 -1.164 1.109
H 0.454 -2.100 0.054
H -0.214 -1.043 -1.237
H 0.257 -1.136 2.307
H 1.006 0.193 2.221
H 0.531 0.616 -3.404
H 1.439 1.034 -2.422
O 1.279 1.217 -3.389
*
```

y) # C3H10NOS

A cluster of 2 separate species, C3H10NOS in total (wB97M-V/def2-TZVPD, OMol25).

Its HOMO energy is -2.503 eV.

```
! RIJCOSX wB97M-V def2-TZVPD def2/J DEFGRID3
* xyz -1 1
C -0.997 -0.748 -0.742
C -0.362 0.634 -0.659
S 0.841 0.571 0.762
C -1.906 -1.101 0.403
N -2.898 -2.196 0.051
H -0.178 -1.480 -0.809
H -1.531 -0.888 -1.711
H -1.089 1.404 -0.382
H 0.037 0.939 -1.629
H -2.600 -0.259 0.540
H -1.498 -1.515 1.315
H -3.511 -1.962 -0.695
H -2.575 -3.110 0.287
H 4.172 3.008 -0.427
H 3.201 1.782 -0.356
O 4.133 2.068 -0.266
*
```

z) # C3H10NOS

A cluster of 2 separate species, C3H10NOS in total (wB97M-V/def2-TZVPD, OMol25).

Its HOMO energy is -2.776 eV.

```
! RIJCOSX wB97M-V def2-TZVPD def2/J DEFGRID3
* xyz -1 1
C 0.734 1.154 2.622
C 0.047 0.855 1.294
S -1.626 0.115 1.388
H 0.307 2.038 3.086
H 0.644 0.283 3.265
H 1.802 1.298 2.437
H 0.609 0.124 0.700
H -0.027 1.713 0.622
H -1.218 -0.872 0.624
N 0.581 -1.051 -3.420
C 1.085 -0.366 -2.133
O 0.840 -1.051 -1.034
H 1.058 -0.575 -4.186
H -0.400 -0.786 -3.479
H 0.618 0.650 -2.127
H 2.174 -0.230 -2.370
*
```

Order from most stable to least stable according to the calculation: w), y), x), z)

w) # C3H10NOS

A cluster of 2 separate species, C3H10NOS in total (wB97M-V/def2-TZVPD, OMol25).

Its HOMO energy is -2.403 eV.

```
! RIJCOSX wB97M-V def2-TZVPD def2/J DEFGRID3
* xyz -1 1
C -0.853 2.480 -0.227
C -0.281 1.231 0.461
S 0.202 1.468 2.254
H -1.738 2.226 -0.805
H -0.107 3.000 -0.821
H -1.049 3.247 0.545
H -1.088 0.513 0.463
H 0.624 0.862 -0.009
H 0.481 0.247 2.749
N 1.189 -2.337 -0.014
C 0.121 -2.262 -1.046
O 0.033 -1.081 -1.657
H 0.945 -2.109 0.926
H 1.942 -1.817 -0.450
H 0.427 -3.102 -1.776
H -0.849 -2.567 -0.593
*
```

x) # C3H10NOS

A cluster of 2 separate species, C3H10NOS in total (wB97M-V/def2-TZVPD, OMol25).

Its HOMO energy is -2.927 eV.

```
! RIJCOSX wB97M-V def2-TZVPD def2/J DEFGRID3
* xyz -1 1
C 0.969 2.007 0.341
S -0.631 2.792 0.719
C -1.621 1.291 1.122
H 1.560 2.756 -0.180
H 0.805 1.106 -0.240
H 1.452 1.705 1.258
H -2.593 1.404 0.667
H -1.100 0.427 0.687
H -1.633 1.239 2.210
N -0.206 -2.315 -1.656
C 0.569 -2.037 -0.349
O 0.118 -1.030 0.357
H 0.402 -2.902 -2.221
H -0.245 -1.449 -2.184
H 0.523 -3.044 0.145
H 1.631 -1.950 -0.678
*
```

y) # C3H10NOS

A cluster of 2 separate species, C3H10NOS in total (wB97M-V/def2-TZVPD, OMol25).

Its HOMO energy is -2.870 eV.

```
! RIJCOSX wB97M-V def2-TZVPD def2/J DEFGRID3
* xyz -1 1
C 0.843 -0.767 2.091
S 0.834 0.986 2.562
C -0.079 1.662 1.148
H 1.672 -1.241 2.605
H 0.966 -0.880 1.015
H -0.113 -1.199 2.367
H -0.593 2.557 1.472
H 0.609 1.875 0.327
H -0.750 0.897 0.760
N -1.304 -0.960 -2.353
C 0.036 -0.321 -2.140
O 0.552 -0.504 -0.916
H -1.268 -1.778 -1.745
H -1.976 -0.373 -1.861
H 0.686 -0.714 -2.952
H -0.116 0.760 -2.379
*
```

Order from most stable to least stable according to the calculation: y), x), w)